{"formula": "C5H13N2O", "method": "ωB97M-V/def2-TZVPD", "symbols": ["C", "C", "C", "C", "C", "N", "O", "N", "H", "H", "H", "H", "H", "H", "H", "H", "H", "H", "H", "H", "H"], "coordinates": [[2.249, -0.147, -0.624], [0.874, -0.557, -0.105], [-0.164, 0.094, -0.957], [-1.029, 1.117, -0.273], [-1.379, 0.730, 1.145], [-2.048, 1.705, 1.879], [-1.091, -0.275, 1.802], [0.571, -2.162, -0.212], [3.063, -1.002, -0.755], [2.725, 0.638, -0.025], [2.292, 0.389, -1.548], [0.738, -0.299, 1.007], [0.312, 0.746, -1.697], [-0.795, -0.456, -1.822], [-0.670, 2.186, -0.359], [-1.938, 1.155, -0.900], [-2.390, 1.486, 2.737], [-2.495, 2.472, 1.477], [0.218, -2.676, 0.585], [-0.348, -2.308, -0.705], [1.306, -2.835, -0.647]], "atomic_forces_ev_per_a": [[2.9589, -1.7936, 0.2130], [0.5345, -1.0367, 0.7231], [-1.4594, 1.1994, -3.4468], [-1.2234, 0.4086, -0.1490], [-1.5493, 1.6101, 3.2170], [1.8557, -0.6554, -3.3050], [0.2205, -0.1867, -1.8241], [-0.2345, -1.2084, -1.4571], [-1.7690, 1.5925, 0.6271], [-0.2150, -0.5664, 0.7800], [-0.7489, -0.2925, -1.0820], [0.2323, -0.8299, -1.9360], [0.6410, -0.3152, 0.1488], [1.2716, 0.0244, 2.6131], [0.0505, -1.2895, 0.5703], [-0.0745, 0.0846, 0.7238], [-0.8225, -1.1427, 2.9047], [-0.5007, 1.3209, -1.0480], [0.7991, 0.5224, 1.6758], [1.3453, 0.6885, -0.6054], [-1.3121, 1.8657, 0.6568]], "homo_energy_ev": -13.495, "orbital_gap_ev": 10.22, "smiles": "C[C@H]([NH3+])CCC(N)=O", "charge": 1, "e_tot_ev": -10415.8257, "e_above_lowest_kcal_mol": 54.7, "e_lumo_ha": -0.12045}

***

{"formula": "C7H15N5", "method": "ωB97M-V/def2-TZVPD", "symbols": ["C", "C", "C", "C", "C", "C", "C", "N", "N", "N", "N", "N", "H", "H", "H", "H", "H", "H", "H", "H", "H", "H", "H", "H", "H", "H", "H"], "coordinates": [[1.918, -0.642, -1.442], [1.451, 1.192, -0.727], [-0.557, -1.975, 0.506], [-2.607, -1.022, -0.675], [2.050, 0.769, 1.707], [-0.890, 0.510, 0.245], [-1.159, -0.816, -0.382], [1.477, 0.546, -1.858], [2.170, -0.771, -0.141], [1.950, 0.520, 0.280], [-0.973, 2.815, -0.032], [-1.068, 1.615, -0.401], [1.928, -1.643, -1.978], [-0.751, -2.863, -0.060], [0.481, -1.946, 0.625], [-0.852, -2.045, 1.560], [-2.593, -1.965, -1.278], [-2.976, -0.163, -1.276], [-3.204, -0.953, 0.174], [1.377, 0.103, 2.307], [3.024, 0.311, 1.978], [1.978, 1.835, 1.960], [-0.657, 0.485, 1.341], [-0.703, -0.721, -1.409], [-0.722, 2.867, 1.039], [1.310, 2.320, -0.672], [-1.403, 1.636, -1.393]], "atomic_forces_ev_per_a": [[0.0870, -3.9057, 0.4864], [1.2111, 4.6526, -0.1728], [-1.1214, 0.7768, -0.9356], [0.4622, 0.0482, -2.4207], [0.8016, -1.2635, 0.4820], [-0.4618, -1.3756, 1.1982], [1.5731, 0.4923, 0.2502], [-0.2178, -0.4046, -0.5771], [0.4972, 1.2885, -0.9594], [-0.0987, -1.6671, 1.0879], [0.8724, 3.6296, 3.0703], [-1.4366, -1.1928, -0.5711], [0.1334, 1.8417, 0.0710], [-0.3480, -0.9241, 0.2006], [1.6677, 0.4153, -0.3839], [-1.0378, 0.1472, -0.4078], [-1.0795, 0.6411, 0.6482], [0.2099, -0.6839, -0.1752], [-1.1502, -0.7777, 1.6649], [-0.1081, 0.9341, -0.7512], [-0.2457, 0.9133, 0.0010], [-0.0107, -0.4697, -0.1311], [-0.1916, 0.7819, -1.1979], [0.1713, -0.8149, 0.9753], [-0.5841, -0.4384, -2.4608], [-0.2278, -1.7285, 0.1268], [0.6329, -0.9160, 0.8817]], "homo_energy_ev": [-7.517, -7.516], "orbital_gap_ev": [8.33, 8.33], "e_tot_ev": -14948.6509, "e_above_lowest_kcal_mol": 59.4, "e_lumo_ha": [0.02998, 0.02998]}

***

{"formula": "C18H21F4NO3S", "method": "ωB97M-V/def2-TZVPD", "symbols": ["C", "O", "C", "C", "C", "C", "C", "C", "C", "C", "C", "C", "S", "C", "C", "C", "C", "F", "F", "C", "F", "F", "C", "O", "N", "C", "O", "H", "H", "H", "H", "H", "H", "H", "H", "H", "H", "H", "H", "H", "H", "H", "H", "H", "H", "H", "H", "H"], "coordinates": [[0.121, 4.374, 1.174], [0.125, 3.116, 1.812], [-1.104, 2.699, 2.373], [-0.860, 1.864, 3.622], [0.097, 0.694, 3.377], [-0.456, -0.318, 2.384], [0.428, -1.552, 2.218], [-0.156, -2.551, 1.189], [0.808, -2.761, 0.004], [0.802, -1.584, -0.945], [1.761, -0.591, -0.721], [1.817, 0.589, -1.442], [3.029, 1.835, -1.062], [0.901, 0.743, -2.469], [-0.029, -0.257, -2.760], [-0.113, -1.420, -1.997], [-1.164, -2.476, -2.288], [-1.886, -2.690, -1.147], [-2.047, -2.066, -3.209], [-0.560, -3.852, -2.748], [-1.094, -4.203, -3.929], [-0.869, -4.820, -1.851], [-0.779, 0.257, -3.982], [-1.186, -0.333, -4.928], [-0.684, 1.714, -3.928], [0.668, 1.884, -3.415], [1.438, 2.708, -3.799], [1.022, 4.916, 1.464], [-0.744, 4.978, 1.460], [0.124, 4.270, 0.085], [-1.736, 3.554, 2.636], [-1.676, 2.106, 1.647], [-0.502, 2.493, 4.438], [-1.835, 1.448, 3.902], [0.277, 0.179, 4.324], [1.036, 1.096, 2.992], [-0.547, 0.144, 1.393], [-1.466, -0.641, 2.662], [0.570, -2.044, 3.183], [1.411, -1.210, 1.885], [-1.091, -2.133, 0.831], [-0.334, -3.511, 1.672], [0.648, -3.714, -0.500], [1.813, -2.824, 0.429], [2.473, -0.735, 0.080], [2.396, 2.317, 0.017], [0.528, -3.812, -2.823], [-1.375, 2.119, -3.306]], "atomic_forces_ev_per_a": [[0.0629, 0.1064, -0.1425], [0.0842, 0.1016, 0.2098], [-0.2494, -0.1553, 0.1157], [-0.0897, -0.3099, -0.3507], [-0.3103, 0.0730, -0.0542], [0.0870, -0.1105, -0.2434], [-0.2094, 0.0295, -0.1265], [0.5273, 0.3476, 0.2661], [0.1165, 0.0375, 0.1275], [0.1855, -0.0373, -0.0071], [-0.1433, -0.1124, 0.1632], [-0.0134, 0.1487, -0.1674], [0.1216, 0.1060, -0.0446], [-0.0444, -0.2389, -0.0854], [0.0382, 0.0748, -0.0473], [0.0266, 0.1287, -0.4402], [-0.0241, -0.1689, 0.4329], [-0.0161, -0.0646, -0.1248], [0.0056, 0.0717, 0.0250], [-0.0381, -0.0496, 0.1167], [0.1123, -0.0066, -0.0882], [-0.0815, -0.0128, -0.0234], [-0.1571, 0.1239, 0.3372], [-0.1884, -0.0283, 0.1016], [0.6487, -0.3329, -0.6310], [-0.1414, 0.1150, 0.2398], [-0.1822, 0.1327, 0.2774], [0.0164, -0.0421, -0.0078], [-0.0254, -0.0265, 0.0354], [-0.0689, -0.0482, -0.0135], [0.1295, 0.1118, -0.0364], [0.0728, 0.0340, -0.0833], [0.0267, 0.0355, -0.0219], [0.0187, 0.1320, 0.2016], [0.1760, 0.0903, 0.0203], [0.1339, -0.1266, 0.1646], [-0.0604, 0.0421, 0.0269], [0.0166, 0.0791, 0.1097], [0.0370, 0.0331, 0.0195], [0.0714, -0.0690, 0.1567], [-0.1518, -0.3138, 0.0142], [-0.1830, -0.0105, -0.1083], [-0.2565, 0.1259, 0.0073], [0.0286, -0.0903, -0.1087], [0.0451, 0.0026, -0.0467], [-0.0611, -0.0886, 0.1067], [0.0035, 0.0580, -0.1865], [-0.0966, 0.1021, -0.0862]], "homo_energy_ev": -9.677, "orbital_gap_ev": 9.22, "smiles": "COCCCCCCCc1cc(S)c2c(c1C(F)(F)C(F)F)C(=O)NC2=O", "e_tot_ev": -48343.5908, "e_lumo_ha": -0.01662}

***

{"formula": "C10H13N2OS", "method": "ωB97M-V/def2-TZVPD", "symbols": ["C", "C", "C", "C", "C", "C", "C", "C", "C", "C", "N", "N", "O", "S", "H", "H", "H", "H", "H", "H", "H", "H", "H", "H", "H", "H", "H"], "coordinates": [[0.471, -1.076, -0.561], [-0.863, -0.518, -0.277], [1.477, -1.116, 0.470], [-0.166, 0.944, 1.488], [-1.985, -1.107, -0.683], [1.977, -2.596, -3.580], [0.714, -1.566, -1.814], [1.888, -2.219, -2.298], [-1.886, 1.703, -0.018], [0.371, 2.467, 3.383], [-0.926, 0.711, 0.430], [-0.404, 2.198, 2.190], [2.511, -1.695, 0.523], [1.123, -0.056, 1.990], [-2.957, -0.694, -0.482], [-1.959, -2.044, -1.207], [2.841, -3.104, -3.971], [1.174, -2.411, -4.278], [-0.074, -1.433, -2.546], [2.693, -2.409, -1.605], [-1.426, 2.691, 0.012], [-2.164, 1.482, -1.046], [-2.787, 1.703, 0.599], [0.024, 3.406, 3.810], [1.427, 2.568, 3.119], [0.272, 1.675, 4.133], [-1.366, 2.494, 2.218]], "atomic_forces_ev_per_a": [[-0.2025, -0.1532, -0.9778], [-0.1774, -0.8584, -0.1435], [0.0769, 0.2132, 0.3251], [-1.1561, 3.5143, 0.9154], [0.1922, 0.1869, 0.2229], [-0.2048, 0.1279, 0.2583], [-0.2713, 0.3324, 0.5002], [0.5602, -0.3260, -0.2148], [-0.3714, 0.5093, -0.1793], [0.4252, 0.0529, 0.4431], [0.3162, 0.1866, 0.5113], [0.8460, -3.6094, -1.6751], [0.0794, -0.0363, 0.0976], [0.1194, -0.1269, 0.1113], [-0.1751, 0.1618, -0.0153], [0.0943, -0.1842, -0.0650], [0.2094, -0.0587, 0.0058], [-0.1325, 0.0274, -0.0620], [-0.0700, 0.0551, -0.0097], [0.0702, -0.0469, -0.0547], [-0.0186, -0.0484, 0.0244], [0.0364, -0.0256, 0.1183], [-0.0042, -0.0177, -0.0104], [0.0517, -0.0512, -0.0336], [-0.1562, 0.0621, 0.0738], [-0.0305, 0.1474, -0.0294], [-0.1069, -0.0346, -0.1368]], "homo_energy_ev": -12.530, "orbital_gap_ev": 8.17, "charge": 1, "e_tot_ev": -26435.8455, "e_above_lowest_kcal_mol": 48.1, "e_lumo_ha": -0.16010}